[1]
A single C2N6O2 molecule in a non-equilibrium geometry. Source: OMol25; level of theory: ωB97M-V/def2-TZVPD.

Geometry as XYZ:
```
10
Properties=species:S:1:pos:R:3:lowdin_charge:R:1
C -0.33 1.56 -0.13 -0.090
C 0.02 -0.07 -0.02 -0.361
N -0.51 2.67 -0.17 0.179
N -0.62 -0.83 -1.10 0.122
N -0.55 -0.63 1.14 0.112
N -1.48 -1.53 -0.57 0.045
N -1.50 -1.35 0.81 0.071
N 1.52 0.01 -0.07 -0.366
O 1.97 -1.09 -0.22 0.138
O 2.00 1.08 -0.01 0.150
```

## Properties
E_tot = -554.96493 Eh
LUMO = -2.9 eV
HOMO-LUMO gap = 9.391 eV
SMILES = N#CC1([N+](=O)[O-])N=NN=N1

***

[2]
A single C23H30N6O4S molecule in a non-equilibrium geometry. Source: OMol25; level of theory: ωB97M-V/def2-TZVPD.

Geometry as XYZ:
```
64
Properties=species:S:1:pos:R:3:lowdin_charge:R:1
C -2.77 2.40 3.59 0.080
H -2.10 1.78 4.05 0.067
O -2.22 2.60 2.14 0.011
C -2.16 1.53 1.50 -0.428
C -2.67 0.46 1.95 0.003
C -2.66 -0.84 1.11 -0.090
C -2.14 -0.76 -0.07 -0.013
C -1.30 0.56 -0.53 0.009
C -1.39 1.62 0.35 -0.169
O -0.95 2.80 -0.18 -0.036
C -0.21 3.48 0.71 -0.131
H -0.90 4.26 1.28 0.117
H 0.35 4.45 0.20 0.157
H 0.26 3.03 1.45 0.022
C -0.61 0.80 -1.86 -0.170
C 0.60 1.04 -1.59 -0.312
N 1.16 2.25 -2.18 0.171
N 2.47 2.11 -1.74 -0.086
N 2.87 1.16 -1.15 0.136
N 1.57 0.36 -0.90 -0.029
C 1.62 -0.63 -0.02 -0.278
H 2.32 -1.55 -0.21 0.163
H 0.59 -1.27 -0.24 0.167
S 1.62 -0.31 1.73 0.637
O 0.95 0.81 1.95 -0.215
O 3.07 0.30 1.84 -0.363
C 1.33 -1.54 2.64 -0.365
C 2.62 -2.55 2.83 0.168
C 2.19 -3.74 3.65 0.008
C 0.91 -4.09 3.84 -0.347
C 0.02 -3.32 3.44 -0.028
C 0.23 -1.99 2.90 -0.078
H -0.68 -1.45 2.52 0.129
H -1.14 -3.50 3.79 0.189
C 0.73 -5.35 4.63 0.024
H 0.92 -5.38 5.53 0.002
H -0.10 -5.66 4.35 -0.007
H 1.30 -6.30 4.26 0.152
H 3.14 -4.34 3.85 0.139
H 3.53 -2.31 2.75 0.005
N -1.00 -0.50 -2.77 -0.142
C 0.12 -0.95 -3.62 0.000
C 0.15 0.24 -4.77 -0.041
N -1.19 0.18 -5.45 -0.296
C -1.07 0.89 -6.66 -0.102
H -2.19 0.86 -7.34 0.150
H -0.49 0.73 -7.45 0.005
H -1.23 2.14 -6.59 0.141
C -2.05 0.41 -4.68 -0.340
C -2.07 -0.66 -3.33 -0.238
H -2.83 -0.30 -2.75 0.104
H -2.16 -1.56 -3.80 0.112
H -3.05 0.32 -5.32 0.148
H -2.29 1.48 -4.32 0.131
H 0.82 0.04 -5.67 0.145
H 0.22 1.12 -4.62 -0.006
H 1.24 -0.57 -3.16 0.183
H 0.08 -1.79 -4.01 0.024
H -1.14 1.52 -2.44 0.150
H -2.13 -1.67 -1.01 0.180
H -2.99 -1.67 1.30 0.007
H -3.28 0.09 2.78 0.130
H -3.69 2.19 3.67 0.019
H -2.65 3.32 4.24 0.123
```

## Properties
E_tot = -1921.00366 Eh
LUMO = -0.6 eV
HOMO-LUMO gap = 6.400 eV
SMILES = COc1cccc([C@@H](c2nnnn2CS(=O)(=O)c2ccc(C)cc2)N2CCN(C)CC2)c1OC

***

[3]
A molecular structure, C12H23IrN2O2P2S in a non-equilibrium geometry. Source: OMol25; level of theory: ωB97M-V/def2-TZVPD.

Geometry as XYZ:
```
43
Properties=species:S:1:pos:R:3:mulliken_spin:R:1
Ir -0.14 0.18 0.08 1.628
P 1.99 -0.68 0.20 0.067
C 2.21 -0.75 -1.63 0.033
C 0.99 -1.36 -2.27 0.017
N -0.19 -1.05 -1.72 -0.048
C -1.35 -1.41 -2.28 0.053
C -1.35 -2.25 -3.39 -0.001
C -0.15 -2.68 -3.92 0.026
C 1.03 -2.24 -3.36 -0.011
C -2.61 -0.81 -1.70 -0.037
P -2.19 0.68 -0.70 0.127
H 2.02 -2.53 -3.72 0.000
H -2.33 -2.53 -3.79 0.000
H -0.13 -3.34 -4.79 0.000
H -3.31 -0.53 -2.49 0.002
H -3.12 -1.54 -1.06 0.018
H 2.31 0.33 -1.93 -0.002
H 3.12 -1.30 -1.88 0.002
H 1.08 2.80 -1.57 -0.026
O 1.68 2.06 -1.95 0.002
H 2.05 2.38 -2.78 0.006
H -0.18 3.06 -0.04 0.013
O -0.04 3.64 -0.85 0.034
H -0.08 4.57 -0.56 -0.002
C -2.16 1.98 -1.98 -0.018
H -3.06 1.88 -2.61 0.006
H -2.11 2.95 -1.47 -0.003
H -1.24 1.87 -2.58 0.001
C -3.47 0.92 0.52 0.003
H -3.22 1.83 1.08 0.000
H -4.45 1.03 0.02 0.004
H -3.48 0.07 1.21 0.001
C 2.13 -2.33 0.91 0.004
H 3.09 -2.77 0.62 0.004
H 2.05 -2.23 2.00 0.001
H 1.30 -2.96 0.56 -0.004
C 3.36 0.33 0.77 0.017
H 3.16 0.60 1.82 -0.006
H 4.28 -0.27 0.71 0.003
H 3.43 1.24 0.15 -0.005
S 0.28 1.75 1.43 1.192
C -0.44 0.08 2.05 0.254
N -0.78 -0.66 2.92 0.643
```

## Properties
2S+1 = 5
E_tot = -1915.58890 Eh
LUMO (alpha / beta) = -6.6 / -10.0 eV
HOMO-LUMO gap (alpha / beta) = 6.398 / 6.190 eV
<S²> = 6.02
Charge = +2